Entry 1:
ORCA calculation (wB97M-V/def2-TZVPD) on C27H27B2ClF4N5O7V as an isolated structure.

Structure (XYZ):
```
74
C27H27B2ClF4N5O7V, DFT wB97M-V/def2-TZVPD
O -0.076 -0.907 1.187
H 2.398 0.194 -4.907
C -2.325 -2.042 -0.169
H 2.464 -2.211 -4.260
N -1.330 1.121 -3.052
N 1.054 0.974 -2.137
H 0.720 -2.437 -4.250
H 3.918 -1.255 2.924
F 1.725 4.908 -1.145
C 1.316 0.171 -3.109
H -2.250 1.567 5.752
F 3.133 3.089 -1.383
C 3.971 -0.181 2.768
C 1.604 -2.381 -3.610
H 0.666 -0.007 -5.104
C 3.229 2.733 2.326
H -1.188 2.813 -1.872
O 2.877 -1.824 0.856
H 0.117 -1.874 1.300
V 0.861 0.224 -0.251
C -3.209 -2.996 -0.639
C -3.364 -2.140 2.002
H -4.862 -4.274 -0.154
O -2.578 1.513 1.060
C -2.684 2.093 -4.789
H -1.578 -1.638 -0.847
C -2.279 1.035 -3.928
H 1.722 -3.321 -3.077
C -0.770 2.400 -2.803
C 3.027 0.232 1.703
H -3.429 -1.811 3.029
H -2.747 0.063 -4.042
O 1.432 3.113 0.233
H -0.347 -2.322 3.392
C -0.743 -1.446 3.892
H 2.777 2.658 3.321
O 0.714 2.261 -2.468
C -1.816 0.725 5.233
F 2.838 -3.974 0.097
C 1.427 0.531 -4.535
H -3.144 -3.336 -1.663
H 4.995 0.075 2.486
N 1.316 -1.374 -1.389
C 2.650 1.662 1.490
C -0.667 -1.382 5.272
H -1.158 -0.247 7.026
O -0.665 1.002 0.006
N 2.481 -0.555 0.844
C -1.420 -0.565 1.662
C -2.390 -1.621 1.158
C -0.893 3.393 -3.914
H 1.324 1.600 -4.693
H -5.010 -3.492 2.183
C -4.256 -3.090 1.523
H -0.204 -2.190 5.821
H -2.088 4.028 -5.550
H -2.397 1.464 3.318
C -1.346 -0.414 3.170
C -1.693 0.749 0.948
C -1.891 0.669 3.847
C -4.175 -3.524 0.210
N 1.825 1.831 0.517
Cl 0.124 4.757 -3.909
B 2.010 -2.966 0.375
H 3.034 3.725 1.932
H 3.741 0.344 3.695
O 1.202 -2.593 -0.862
C 1.454 -1.258 -2.661
H -3.507 1.950 -5.472
F 1.049 -3.247 1.352
C -1.204 -0.293 5.947
H 4.299 2.571 2.452
B 2.098 3.699 -0.846
C -1.908 3.253 -4.819
```

Total energy, a.u.: -3698.54397
Spin multiplicity: 3
Charge: +2
Frontier orbital gap (spin up / spin down), Eh: 0.169 / 0.206

Okay, here come the Löwdin numbers, in e, for every atom: O -0.081; H 0.122; C -0.019; H 0.115; N 0.104; N -0.036; H 0.120; H 0.106; F 0.309; C -0.165; H 0.117; F 0.300; C 0.045; C 0.053; H 0.119; C 0.063; H 0.174; O 0.115; H 0.102; V 1.187; C -0.049; C 0.013; H 0.118; O 0.237; C 0.009; H 0.106; C -0.109; H 0.107; C -0.284; C -0.173; H 0.128; H 0.124; O 0.150; H 0.121; C -0.020; H 0.133; O -0.123; C -0.047; F 0.262; C 0.052; H 0.112; H 0.123; N -0.031; C -0.149; C -0.047; H 0.116; O -0.107; N -0.005; C -0.252; C -0.134; C -0.584; H 0.100; H 0.120; C -0.034; H 0.117; H 0.128; H 0.114; C -0.162; C -0.359; C -0.007; C -0.045; N -0.007; Cl 0.842; B -1.031; H 0.106; H 0.108; O 0.091; C -0.155; H 0.120; F 0.164; C -0.053; H 0.120; B -0.851; C -0.071

Entry 2:
ORCA calculation (wB97M-V/def2-TZVPD) on C27H27BaF9O31P as an isolated structure in a non-equilibrium geometry.

Structure (XYZ):
```
96
C27H27BaF9O31P, DFT wB97M-V/def2-TZVPD
F 13.582 18.549 -4.992
P 12.327 13.522 -6.416
O 9.512 15.582 -2.813
H 12.217 14.569 -3.045
H 12.415 16.989 -4.813
H 11.076 18.237 -6.458
C 11.270 10.473 -4.871
H 13.552 15.497 -3.575
H 9.199 12.219 -7.313
H 10.452 11.148 -4.620
C 9.413 14.982 -4.107
H 14.154 9.553 -5.697
O 10.823 16.669 -9.727
O 9.282 8.039 -7.706
Ba 15.047 14.202 -6.688
H 10.317 15.237 -4.661
C 12.732 15.237 -0.618
O 14.846 15.399 -10.790
H 12.728 11.679 -3.915
O 13.379 9.459 -8.791
F 15.242 13.460 -9.645
O 12.315 7.421 -4.029
F 15.271 14.336 -1.889
C 9.161 14.581 -1.883
C 12.095 8.570 -4.129
C 15.028 15.627 -12.125
O 12.892 9.536 -3.680
H 11.851 19.670 -6.060
O 8.970 13.454 -2.614
H 13.552 12.897 -12.198
F 8.812 14.720 -9.157
H 13.293 10.953 -7.310
C 10.358 11.066 -8.703
C 16.217 11.739 -3.796
F 15.116 10.804 -8.289
O 12.548 7.447 -9.093
H 11.646 15.907 -8.085
O 14.821 14.445 -12.800
H 13.989 13.016 -2.534
H 15.834 10.712 -1.273
H 9.972 16.516 -7.914
O 11.164 16.354 -11.963
C 14.509 14.095 -10.530
C 13.990 10.273 -7.800
C 9.645 13.537 -3.874
O 16.797 11.831 -2.629
O 13.315 14.091 -0.840
H 10.565 11.835 -9.447
O 12.861 15.954 -1.686
O 10.481 19.310 -4.680
O 10.289 9.707 -8.953
H 15.182 12.498 -12.140
C 16.719 10.625 -1.903
C 12.359 18.073 -4.716
H 11.147 11.227 -7.968
C 14.513 13.330 -11.919
C 16.423 9.638 -2.969
O 15.174 16.761 -12.571
H 10.466 13.868 -8.414
C 13.077 8.330 -8.369
C 10.657 15.946 -8.542
O 10.988 9.082 -4.612
C 10.944 19.102 -3.389
C 11.418 18.790 -5.584
F 11.560 11.004 -2.599
O 10.371 19.576 -2.388
O 15.882 10.464 -3.915
C 10.129 14.669 -9.073
H 17.274 9.024 -3.265
O 13.525 8.180 -7.126
O 12.733 14.870 -5.764
O 16.000 12.693 -4.527
F 8.205 11.736 -9.051
H 13.553 14.299 -10.049
O 8.836 10.200 -7.376
C 12.159 10.769 -3.725
O 12.326 15.630 0.460
C 10.986 15.892 -10.761
F 15.503 8.803 -2.473
O 10.800 13.250 -6.282
H 17.576 10.459 -1.250
O 12.004 18.375 -3.345
H 11.704 10.547 -5.868
H 15.485 9.010 -6.698
C 13.098 15.091 -2.672
C 14.420 9.245 -6.708
H 10.710 13.326 -3.974
C 9.497 9.191 -7.996
F 8.286 15.211 -4.756
O 12.732 13.551 -7.888
O 13.332 12.536 -5.791
C 13.990 14.032 -2.140
H 9.182 13.001 -4.702
O 8.874 14.668 -0.706
O 10.483 14.650 -10.416
C 9.078 11.437 -8.063
```

Total energy, a.u.: -4643.43303
Relative energy (zero: lowest compared OMol25 entry of this formula, charge and spin), kcal/mol: 0.0
Charge: -1
Frontier orbital gap, Eh: 0.278

Okay, here come the Löwdin numbers, in e, for every atom: F 0.077; P -0.166; O 0.111; H 0.134; H 0.127; H 0.132; C -0.040; H 0.123; H 0.139; H 0.129; C -0.385; H 0.106; O 0.086; O 0.164; Ba 1.949; H 0.137; C -0.604; O 0.117; H 0.127; O 0.180; F 0.024; O 0.192; F 0.095; C -0.466; C -0.646; C -0.469; O 0.111; H 0.144; O 0.077; H 0.135; F 0.108; H 0.113; C -0.121; C -0.543; F 0.074; O 0.105; H 0.120; O 0.048; H 0.159; H 0.157; H 0.149; O 0.053; C -0.370; C -0.278; C -0.110; O 0.100; O 0.141; H 0.147; O 0.149; O 0.077; O 0.107; H 0.134; C -0.031; C -0.294; H 0.103; C 0.018; C -0.341; O 0.141; H 0.107; C -0.612; C -0.063; O 0.122; C -0.526; C -0.081; F 0.138; O 0.114; O 0.165; C -0.385; H 0.182; O 0.084; O -0.572; O -0.021; F 0.085; H 0.141; O 0.125; C -0.376; O 0.160; C -0.449; F 0.108; O -0.350; H 0.152; O 0.177; H 0.120; H 0.137; C -0.158; C 0.005; H 0.096; C -0.530; F 0.124; O -0.497; O -0.562; C -0.230; H 0.129; O 0.156; O 0.134; C -0.303

Entry 3:
ORCA calculation (wB97M-V/def2-TZVPD) on C27H27Br3N6O3Ti as an isolated structure.

Structure (XYZ):
```
67
C27H27Br3N6O3Ti, DFT wB97M-V/def2-TZVPD
C -2.181 -2.367 -0.981
H -2.009 4.512 -2.449
C 1.720 -2.148 2.743
H -0.584 0.045 -3.955
C -2.281 4.202 0.286
C -1.720 2.671 2.051
O 1.729 -0.082 -0.534
C 0.265 -2.452 2.977
C -2.293 3.874 1.614
C 0.139 0.486 -3.265
H -2.937 -0.338 1.589
C 2.750 0.450 -1.147
H -3.701 -1.849 1.083
O -0.507 0.695 1.552
H 1.687 -4.000 1.109
H -2.963 -2.185 -1.720
H -3.506 -2.855 3.390
H 0.878 1.012 -3.872
N -2.019 -1.210 -0.071
H 1.604 -4.087 -1.326
Br -1.713 2.251 3.889
H -2.726 4.546 2.341
C 2.715 1.948 -1.251
H -2.503 -3.224 -0.382
C 3.440 2.574 -2.258
C -1.020 2.667 -2.868
C -0.203 -3.166 4.064
C -0.528 1.453 -2.336
H -1.967 -3.871 5.066
H -0.223 -3.353 0.132
H -0.907 2.855 -3.926
C 2.165 -3.187 0.552
C -0.855 -2.707 -1.656
C -1.129 1.786 1.167
N 0.134 -2.723 -0.584
H 2.437 5.725 -1.552
C 3.333 3.948 -2.375
H 2.015 -2.359 -1.449
H 4.060 1.989 -2.924
C 1.946 2.732 -0.398
C -1.573 -3.318 4.224
C -2.739 -1.343 1.206
C -1.622 3.583 -2.054
C 1.527 -3.113 -0.831
H 2.744 -1.330 1.175
H -0.937 -3.671 -2.172
C -1.719 3.323 -0.672
H 0.492 -3.590 4.775
H 2.358 -2.933 3.161
N 1.860 4.051 -0.504
H -2.353 -0.372 -0.534
C -1.181 2.100 -0.220
H 1.383 2.277 0.409
N -0.568 -1.922 2.073
O 3.611 -0.212 -1.691
C -2.434 -2.756 3.291
Br 4.247 4.877 -3.741
H 1.955 -1.218 3.267
Ti 0.177 -0.684 0.389
H 0.654 -0.297 -2.715
C -1.893 -2.058 2.226
N -0.632 1.169 -1.052
C 2.532 4.648 -1.477
Br -3.023 5.853 -0.263
N 1.945 -1.937 1.314
H 3.226 -3.432 0.482
H -0.579 -1.953 -2.393
```

Total energy, a.u.: -10170.88338
Spin multiplicity: 2
Charge: +1
Frontier orbital gap (spin up / spin down), Eh: 0.279 / 0.277

Okay, here come the natural (NBO) numbers, in e, for every atom: C -0.230; H 0.245; C -0.258; H 0.232; C -0.063; C -0.146; O -0.858; C 0.230; C -0.233; C -0.651; H 0.257; C 0.802; H 0.215; O -0.830; H 0.194; H 0.227; H 0.239; H 0.248; N -0.662; H 0.206; Br 0.094; H 0.252; C -0.204; H 0.203; C -0.152; C -0.254; C -0.236; C 0.279; H 0.240; H 0.377; H 0.233; C -0.224; C -0.211; C 0.327; N -0.668; H 0.214; C -0.139; H 0.249; H 0.255; C 0.069; C -0.113; C -0.258; C -0.095; C -0.231; H 0.415; H 0.209; C -0.121; H 0.240; H 0.215; N -0.405; H 0.416; C 0.104; H 0.201; N -0.525; O -0.605; C -0.236; Br 0.096; H 0.246; Ti 1.686; H 0.226; C 0.240; N -0.500; C 0.033; Br 0.090; N -0.643; H 0.233; H 0.216